{
  "formula": "C6H13NO2",
  "method": "ωB97M-V/def2-TZVPD",
  "symbols": ["C", "N", "C", "O", "O", "H", "H", "H", "H", "H", "C", "C", "C", "C", "H", "H", "H", "H", "H", "H", "H", "H"],
  "xyz": [[1.43, -1.68, 0.21], [0.37, -0.89, -0.40], [0.80, 0.60, -1.37], [0.54, 0.29, -2.70], [1.86, 1.16, -1.07], [1.25, 0.71, -3.20], [-0.03, -1.37, -1.21], [1.03, -2.27, 1.03], [2.21, -1.01, 0.59], [1.89, -2.37, -0.51], [-1.98, -0.37, 0.73], [0.07, 0.82, 1.67], [-0.70, 0.37, 0.45], [-0.65, 1.27, -0.70], [0.17, 0.02, 2.41], [-1.83, -1.19, 1.44], [-2.69, 0.33, 1.19], [-2.45, -0.74, -0.18], [1.06, 1.18, 1.39], [-0.46, 1.67, 2.13], [-1.46, 1.14, -1.41], [-0.41, 2.31, -0.49]],
  "gap_ev": 9.1,
  "de_lowest_kcal_mol": 62.3,
  "charge": 0
}

{
  "formula": "C6H13NO2",
  "method": "ωB97M-V/def2-TZVPD",
  "symbols": ["C", "C", "C", "C", "C", "O", "H", "H", "H", "H", "H", "H", "H", "H", "H", "H", "H", "H", "N", "C", "O", "H"],
  "xyz": [[-0.29, 0.59, -1.12], [-0.33, -0.70, 0.68], [0.25, 1.96, -0.82], [-1.13, 0.19, 1.61], [-1.10, -1.79, -0.06], [0.24, -0.13, -2.05], [1.25, -0.47, -1.59], [-1.37, 0.51, -1.03], [0.37, -1.26, 1.31], [-0.21, 2.65, -1.53], [1.33, 2.02, -0.96], [-0.01, 2.29, 0.19], [-1.93, 0.72, 1.09], [-0.46, -2.28, -0.80], [-1.59, -0.39, 2.41], [-0.48, 0.93, 2.08], [-1.98, -1.41, -0.58], [-1.43, -2.56, 0.64], [2.11, -0.67, -0.61], [1.68, -0.11, 0.46], [1.95, 0.50, 1.44], [3.12, -0.61, -0.74]],
  "gap_ev": 9.3,
  "de_lowest_kcal_mol": 89.4,
  "charge": 0
}

{
  "formula": "C6H13NO3",
  "method": "ωB97M-V/def2-TZVPD",
  "symbols": ["C", "N", "C", "C", "C", "C", "C", "O", "H", "H", "H", "H", "H", "H", "H", "H", "H", "O", "H", "H", "O", "H", "H"],
  "xyz": [[0.05, -2.49, 2.12], [-0.78, -1.63, 1.70], [-0.52, -0.63, 0.79], [0.67, -0.07, 0.45], [0.74, 1.07, -0.62], [0.98, 0.45, -1.98], [1.78, -0.89, -1.95], [2.98, -0.74, -1.97], [-0.26, -3.42, 2.53], [1.17, -2.41, 2.06], [-1.31, 0.09, 0.61], [1.66, -0.41, 0.61], [-0.27, 1.52, -0.68], [1.57, 1.73, -0.38], [1.46, 1.09, -2.74], [-0.01, 0.43, -2.50], [1.31, -1.85, -2.08], [-1.54, 2.23, 2.20], [-1.08, 2.81, 2.83], [-0.87, 1.52, 2.19], [-2.22, 0.39, -1.18], [-2.83, 0.99, -1.66], [-2.68, 0.22, -0.35]],
  "smiles": "C=N/C=C/CCC=O.O.O",
  "gap_ev": 9.2,
  "de_lowest_kcal_mol": 104.7,
  "charge": 0
}

{
  "formula": "C6H13NO3",
  "method": "ωB97M-V/def2-TZVPD",
  "symbols": ["C", "C", "C", "C", "C", "C", "H", "H", "H", "H", "H", "H", "H", "H", "H", "H", "H", "H", "H", "N", "O", "O", "O"],
  "xyz": [[2.17, -0.45, 0.02], [0.63, -0.79, 0.21], [-1.27, 0.09, 1.58], [-2.00, 0.59, 0.19], [-1.02, 0.78, -0.91], [-0.05, -0.52, -1.04], [3.14, 1.23, 0.06], [2.58, -1.04, -0.87], [2.47, -0.79, 0.97], [0.69, -1.89, 0.24], [0.61, 0.77, 1.44], [-1.57, -0.90, 1.72], [-1.45, 0.77, 2.46], [-2.60, 1.51, 0.27], [-2.71, -0.23, 0.04], [-1.42, 0.79, -2.01], [0.61, 1.76, -1.01], [0.62, -0.40, -1.89], [-0.57, -2.53, -0.55], [0.20, -0.13, 1.39], [2.30, 0.91, -0.16], [-0.29, 2.03, -0.86], [-1.05, -1.55, -1.28]],
  "gap_ev": 9.3,
  "de_lowest_kcal_mol": 109.7,
  "charge": 0
}

{
  "formula": "C6H13NO3",
  "method": "ωB97M-V/def2-TZVPD",
  "symbols": ["C", "N", "C", "O", "C", "C", "C", "C", "O", "H", "H", "H", "H", "H", "H", "H", "H", "H", "H", "H", "O", "H", "H"],
  "xyz": [[-1.01, 0.90, 1.68], [-0.38, 0.56, 0.42], [0.08, 1.70, -0.57], [-0.13, 2.89, -0.39], [1.32, 1.13, -1.24], [1.27, -0.38, -0.98], [0.59, -0.54, 0.38], [-0.02, -1.92, 0.56], [-0.07, -2.26, 1.93], [-1.99, 1.36, 1.48], [-1.18, 0.01, 2.30], [-0.39, 1.61, 2.24], [2.19, 1.58, -0.75], [1.32, 1.40, -2.30], [2.26, -0.84, -0.99], [0.64, -0.86, -1.75], [1.33, -0.38, 1.19], [-1.03, -1.94, 0.11], [0.60, -2.64, 0.00], [-0.25, -3.20, 2.02], [-1.85, 1.01, -1.86], [-1.81, 0.33, -0.95], [-1.46, 0.47, -2.56]],
  "smiles": "CN1C(=O)CC[C@@H]1CO.O",
  "gap_ev": 9.5,
  "de_lowest_kcal_mol": 54.3,
  "charge": 0
}

{
  "formula": "C6H13NO3",
  "method": "ωB97M-V/def2-TZVPD",
  "symbols": ["C", "C", "C", "C", "O", "O", "C", "C", "O", "H", "H", "H", "H", "H", "H", "H", "H", "H", "H", "N", "H", "H", "H"],
  "xyz": [[2.14, -0.04, 0.81], [0.84, -0.51, 0.18], [0.46, 0.26, -1.07], [-0.12, 1.65, -0.87], [0.23, 2.42, 0.01], [-0.63, 2.10, -2.03], [0.72, -2.04, 0.02], [-0.43, -1.93, 1.02], [-0.25, -0.51, 1.15], [2.40, -0.67, 1.67], [2.95, -0.11, 0.07], [2.06, 1.00, 1.15], [1.35, 0.35, -1.72], [-0.28, -0.30, -1.66], [-0.45, 3.04, -2.12], [0.44, -2.38, -0.99], [1.60, -2.60, 0.36], [-1.42, -2.17, 0.63], [-0.27, -2.44, 1.98], [-2.62, 1.25, 0.24], [-2.48, 0.57, 0.99], [-2.94, 2.14, 0.62], [-3.30, 0.90, -0.43]],
  "smiles": "C[C@@]1(CC(=O)O)CCO1.N",
  "gap_ev": 10.3,
  "de_lowest_kcal_mol": 41.0,
  "charge": 0
}

{
  "formula": "C6H13NO3S2",
  "method": "ωB97M-V/def2-TZVPD",
  "symbols": ["C", "C", "C", "C", "C", "C", "N", "O", "O", "O", "S", "S", "H", "H", "H", "H", "H", "H", "H", "H", "H", "H", "H", "H", "H"],
  "xyz": [[-0.56, 0.98, 0.39], [-0.71, 3.32, -0.25], [1.33, -2.75, -0.91], [0.17, 2.16, -0.16], [1.73, -1.97, 0.46], [1.45, -0.47, 0.24], [0.05, -0.12, 0.61], [-2.02, -1.40, 1.39], [-4.01, -0.17, 0.66], [-1.77, 1.03, 0.76], [-2.16, -0.75, -1.37], [-2.71, -0.54, 0.42], [-1.69, 2.80, -0.59], [-0.43, 4.10, -0.98], [-0.90, 3.80, 0.65], [1.29, -3.79, -0.64], [0.46, -2.26, -1.19], [2.23, -2.61, -1.64], [1.13, 2.27, 0.21], [0.43, 1.81, -1.16], [2.80, -2.16, 0.58], [1.03, -2.35, 1.27], [2.01, 0.06, 1.04], [1.38, -0.23, -0.85], [-0.51, -0.77, 1.06]],
  "gap_ev": 9.4,
  "de_lowest_kcal_mol": 16.8,
  "charge": 0
}

{
  "formula": "C6H13NO8P2S3Sc",
  "method": "ωB97M-V/def2-TZVPD",
  "symbols": ["Sc", "C", "C", "S", "C", "C", "S", "H", "H", "H", "H", "H", "H", "C", "C", "O", "P", "O", "O", "O", "P", "O", "O", "O", "H", "H", "H", "H", "H", "H", "H", "O", "S", "N"],
  "xyz": [[-0.27, 1.12, -0.70], [3.43, -1.37, -2.43], [2.14, -0.60, -2.22], [2.09, 0.25, -0.66], [1.18, -0.58, -3.15], [1.32, -1.32, -4.46], [-0.36, 0.30, -3.05], [4.08, -1.27, -1.56], [3.99, -1.00, -3.30], [3.26, -2.44, -2.59], [2.25, -1.88, -4.54], [1.27, -0.62, -5.30], [0.49, -2.02, -4.60], [-1.84, 0.02, 3.96], [-2.09, 0.01, 2.45], [-3.45, -0.32, 2.17], [-1.02, -1.17, 1.56], [-1.75, -2.56, 1.84], [0.37, -1.24, 2.30], [-0.89, -0.87, 0.12], [-1.84, 1.72, 1.76], [-0.20, 1.69, 1.78], [-2.11, 1.64, 0.28], [-2.43, 2.71, 2.67], [-1.95, -0.98, 4.39], [-2.58, 0.68, 4.42], [-0.86, 0.42, 4.21], [-3.58, -1.26, 2.36], [-1.73, -3.15, 1.07], [0.32, -1.13, 3.26], [0.21, 2.57, 1.79], [1.45, 5.35, -1.12], [0.81, 4.20, -1.75], [0.31, 3.08, -0.95]],
  "gap_ev": 5.6,
  "charge": -1
}

{
  "formula": "C6H13NOS",
  "method": "ωB97M-V/def2-TZVPD",
  "symbols": ["C", "C", "C", "C", "S", "C", "O", "N", "C", "H", "H", "H", "H", "H", "H", "H", "H", "H", "H", "H", "H", "H"],
  "xyz": [[-0.38, -2.69, -0.43], [-0.30, -1.47, -0.96], [-1.32, -0.95, -1.93], [0.77, -0.53, -0.58], [0.07, 0.84, 0.51], [-0.07, 2.22, -0.68], [-1.25, 0.43, 0.94], [1.09, 1.37, 1.52], [1.11, 0.88, 2.87], [0.34, -3.05, 0.28], [-1.18, -3.36, -0.69], [-1.95, -0.22, -1.41], [-0.85, -0.46, -2.78], [-1.96, -1.75, -2.29], [1.22, -0.01, -1.42], [1.54, -0.99, 0.03], [-0.66, 2.99, -0.20], [0.94, 2.57, -0.86], [-0.55, 1.88, -1.58], [1.82, 0.05, 2.97], [0.12, 0.54, 3.19], [1.44, 1.70, 3.51]],
  "smiles": "C=C(C)C[S@@](C)(=O)=NC",
  "gap_ev": 9.3,
  "de_lowest_kcal_mol": 71.9,
  "charge": 0
}

{
  "formula": "C6H13NOS2",
  "method": "ωB97M-V/def2-TZVPD",
  "symbols": ["C", "C", "S", "C", "S", "C", "H", "H", "H", "H", "H", "H", "H", "H", "C", "C", "N", "O", "H", "H", "H", "H", "H"],
  "xyz": [[-2.62, 0.84, 2.84], [-1.62, 1.63, 2.00], [-0.05, 1.96, 2.84], [0.43, 0.25, 3.13], [-0.70, -0.69, 4.18], [-2.16, -0.59, 3.12], [-2.81, 1.37, 3.79], [-3.58, 0.79, 2.28], [-2.03, 2.63, 1.75], [-1.42, 1.10, 1.05], [0.57, -0.28, 2.17], [1.41, 0.27, 3.65], [-1.96, -1.12, 2.18], [-2.95, -1.15, 3.67], [2.31, -1.36, -5.22], [1.76, -0.99, -3.86], [2.26, 0.17, -3.34], [0.94, -1.66, -3.26], [1.85, -2.31, -5.55], [3.40, -1.50, -5.18], [2.08, -0.58, -5.96], [2.95, 0.74, -3.85], [1.93, 0.48, -2.42]],
  "smiles": "C1CSCSC1.CC(N)=O",
  "gap_ev": 9.0,
  "de_lowest_kcal_mol": 13.0,
  "charge": 0
}

{
  "formula": "C6H13NS",
  "method": "ωB97M-V/def2-TZVPD",
  "symbols": ["C", "C", "C", "S", "C", "C", "C", "N", "H", "H", "H", "H", "H", "H", "H", "H", "H", "H", "H", "H", "H"],
  "xyz": [[0.89, -1.18, 1.42], [-0.08, -0.95, 0.17], [0.94, -0.79, -1.11], [2.69, -0.05, -1.10], [-1.09, 0.04, 0.63], [-0.41, 1.48, 0.44], [-1.00, 1.50, -0.94], [-2.07, 0.39, -0.40], [1.90, -0.66, 1.74], [0.24, -1.21, 2.30], [0.94, -2.48, 1.11], [-0.66, -1.88, -0.21], [1.28, -1.75, -1.11], [0.36, -0.47, -2.06], [2.36, 1.44, -0.46], [-1.61, -0.16, 1.66], [0.65, 1.62, 0.79], [-0.96, 2.30, 1.01], [-1.75, 2.43, -1.14], [-0.21, 0.97, -1.71], [-2.41, -0.59, -1.02]],
  "smiles": "C[C@H](CS)[C@H]1CCN1",
  "gap_ev": 9.4,
  "de_lowest_kcal_mol": 152.6,
  "charge": 0
}

no.,HOMO level (eV),F_max (eV/Å),E_LUMO (eV)
1,-8.37,3.210,0.76
2,-8.63,0.594,0.69
3,-9.10,3.765,0.11
4,-8.77,5.984,0.48
5,-8.93,4.662,0.60
6,-9.48,3.220,0.79
7,-8.98,4.774,0.43
8,-3.57,0.737,2.07
9,-8.55,1.498,0.76
10,-8.40,0.909,0.58
11,-8.96,5.027,0.49